Entry 1:
17
Properties=species:S:1:pos:R:3 method="wB97M-V/def2-TZVPD" e_homo_ev="-19.056 / -19.002" charge=+2 gap_ev="9.100 / 5.857" multiplicity=3 s_squared=2.011
C -1.90 -0.66 -1.63
N 0.96 0.52 0.36
H -0.08 -1.03 2.28
H 1.92 1.80 -1.00
H -1.80 -1.75 -1.71
N 2.22 0.51 2.78
C -0.73 -0.07 -1.03
H -2.09 -0.26 -2.63
N 0.10 0.79 -1.62
H -2.80 -0.52 -1.02
C -0.18 -0.27 0.32
H -1.51 -1.64 1.29
H 2.96 -0.17 2.65
C 1.11 1.13 -0.75
H 2.44 1.50 2.92
H 0.01 1.14 -2.57
C -0.63 -1.02 1.35

Entry 2:
18
Properties=species:S:1:pos:R:3 method="wB97M-V/def2-TZVPD" smiles="C[C@@]12NN=CO[C@H]1[C@H]2N" e_homo_ev=-8.813 gap_ev=9.465 multiplicity=1
H -1.05 1.64 1.68
C -0.39 0.53 -0.23
C 2.01 -0.54 0.14
C -1.52 -0.32 -0.79
N 2.01 0.66 -0.28
H -3.26 -1.16 0.16
N -2.76 -0.01 0.02
H 0.48 1.13 1.63
H -0.80 -0.09 2.05
H -2.19 0.29 1.01
H 0.64 2.26 -0.67
N 0.73 1.27 -0.69
H 0.23 -0.96 -1.46
H -1.70 -0.42 -1.82
C -0.50 0.64 1.31
H 2.90 -0.77 0.67
O 0.99 -1.47 0.42
C -0.10 -0.93 -0.43

Entry 3:
18
Properties=species:S:1:pos:R:3 method="wB97M-V/def2-TZVPD" e_homo_ev=-8.569 gap_ev=8.834 multiplicity=1
H -2.01 -0.94 0.07
H 0.37 0.57 -2.92
H -1.68 1.44 2.77
H -1.42 1.28 -0.79
N 0.69 1.08 -0.66
C -0.73 0.42 1.10
C -0.99 -0.74 0.19
C -0.73 0.65 -0.36
N 1.46 0.68 0.50
N 0.02 -1.90 -0.21
H 1.16 0.07 2.46
C 0.70 0.45 1.43
H 2.10 1.05 -2.39
H -0.49 -2.91 0.12
H 1.32 -0.61 -1.92
H 0.94 -1.63 0.71
C 1.20 0.48 -1.99
O -1.91 0.57 1.90

Entry 4:
18
Properties=species:S:1:pos:R:3 method="wB97M-V/def2-TZVPD" smiles="C=C(O)N(C)C(N)=C=N" e_homo_ev="-6.082 / -6.194" gap_ev="5.950 / 6.200" multiplicity=1
H 0.97 0.78 2.33
C 0.54 0.41 -1.08
C 1.37 0.38 1.40
N -2.55 -0.75 -1.12
H -2.61 -0.96 -2.12
H 2.04 -1.10 -1.04
H -0.92 -0.77 2.56
N 0.33 0.37 0.40
H -0.73 1.81 -1.43
C 1.62 -0.27 -1.57
O 0.17 1.57 -1.70
H 2.19 0.98 0.99
C -0.89 -0.16 0.57
H 1.77 -0.62 1.60
N -1.46 -0.47 1.76
H 2.00 -0.01 -2.54
H -2.40 -0.84 1.70
C -1.42 -0.36 -0.73

Entry 5:
18
Properties=species:S:1:pos:R:3 method="wB97M-V/def2-TZVPD" e_homo_ev=-9.529 gap_ev=10.307 multiplicity=1
C -0.01 0.92 -1.01
H -0.01 0.90 2.76
H -1.69 0.80 -2.33
C 0.97 -0.98 0.13
C -1.47 1.11 -1.31
N 2.01 -1.65 0.29
H 1.37 -0.50 -1.90
H -1.76 2.15 -1.17
H 1.26 1.14 1.62
C 0.52 -0.50 -1.22
H -1.36 -1.74 0.95
O 0.73 1.83 -0.70
H 2.23 -1.89 1.26
H -0.27 -1.15 -1.60
H -2.06 0.49 -0.64
C 0.03 -0.44 1.25
N 0.59 0.51 2.05
N -1.08 -0.99 1.57

Entry 6:
18
Properties=species:S:1:pos:R:3 method="wB97M-V/def2-TZVPD" e_homo_ev=-8.798 gap_ev=9.405 multiplicity=1
C -0.73 -0.65 -1.13
N -0.48 0.58 2.11
H -0.67 -1.68 -0.75
H -0.88 1.78 0.51
H 2.32 0.69 -1.30
N 1.14 1.09 0.40
H 0.78 -0.63 -3.34
H -2.81 -0.59 -0.82
H -0.06 -0.98 3.42
H -2.17 0.91 -1.72
C -0.11 1.16 1.03
C -1.91 -0.04 -1.20
H 0.89 -0.99 1.87
N 0.52 -0.09 -1.52
C 0.41 -0.42 2.66
H 1.24 0.15 3.06
C 1.35 0.62 -0.77
O 1.16 -0.90 -2.50

Calculated values (kcal/mol) of relative energy (zero: lowest compared OMol25 entry of this formula, charge and spin) for the records, taken in order: 0.0; 184.1; 173.4; 118.6; 26.9; 104.0.